This record from OMol25 describes a single C10H8N2 molecule in a non-equilibrium geometry. The level of theory is ωB97M-V with the def2-TZVPD basis set.

The value obtained for the relative energy (zero: lowest compared OMol25 entry of this formula, charge and spin) is 165.9 kJ/mol. Its SMILES is c1ccc(-c2ccccn2)nc1. The electronic energy comes out at -495.3060 hartree. The calculation puts the frontier orbital gap at 9.52 eV. The highest occupied orbital energy is -0.337 hartree. As for the LUMO energy: 0.4 eV.

Geometry (Å):
C: 2.892 0.908 0.350
C: 3.522 -0.308 -0.067
C: 2.733 -1.311 -0.356
C: 0.736 -0.165 0.006
C: 1.471 0.949 0.349
C: -0.740 -0.167 -0.056
C: -1.431 1.014 -0.370
C: -2.862 0.946 -0.278
C: -3.500 -0.216 -0.002
C: -2.691 -1.313 0.337
H: 3.381 1.905 0.489
H: 4.532 -0.149 0.075
H: 3.126 -2.187 -0.446
H: 0.938 1.846 0.550
H: -0.795 1.918 -0.622
H: -3.453 1.847 -0.487
H: -4.557 -0.413 0.064
H: -3.258 -2.421 0.469
N: 1.340 -1.338 -0.328
N: -1.385 -1.346 0.322

Mulliken atomic charge list, values in e, 6 entries: atom 1 (C): -0.327, atom 2 (C): -0.557, atom 3 (C): -0.350, atom 4 (C): 0.674, atom 5 (C): -0.589, atom 6 (C): 0.609

This record from OMol25 describes a single C19H21N3O3 molecule in a non-equilibrium geometry. The level of theory is ωB97M-V with the def2-TZVPD basis set.

The value obtained for the relative energy (zero: lowest compared OMol25 entry of this formula, charge and spin) is 303.6 kJ/mol. Its SMILES is CC(C)(C)c1ccc2c(c1)O[C@@H](C(=O)N/N=C\c1ccncc1)CO2. The electronic energy comes out at -1126.5756 hartree. The calculation puts the frontier orbital gap at 8.52 eV. The highest occupied orbital energy is -0.314 hartree. As for the LUMO energy: 0.0 eV.

Geometry (Å):
C: 0.096 -1.454 5.404
H: 0.279 -2.525 5.424
H: -0.631 -1.223 6.180
H: 1.018 -0.929 5.640
C: -0.454 -1.014 4.045
C: 0.515 -1.293 2.907
C: 0.159 -0.935 1.613
C: 1.009 -1.154 0.542
C: 2.265 -1.722 0.743
C: 2.617 -2.106 2.029
C: 1.754 -1.900 3.088
H: 2.073 -2.214 4.067
H: 3.582 -2.563 2.178
O: 3.155 -1.906 -0.285
C: 2.842 -1.147 -1.427
H: 3.068 -0.085 -1.250
C: 1.354 -1.283 -1.775
O: 0.561 -0.791 -0.713
H: 1.136 -2.350 -1.942
C: 1.045 -0.519 -3.072
O: 1.565 -0.800 -4.120
N: 0.136 0.471 -2.864
N: -0.297 1.295 -3.832
C: -1.191 2.161 -3.584
C: -1.894 2.405 -2.314
C: -2.415 1.371 -1.532
C: -3.027 1.691 -0.330
N: -3.148 2.926 0.122
C: -2.679 3.910 -0.628
C: -2.053 3.710 -1.846
H: -1.677 4.544 -2.419
H: -2.814 4.906 -0.228
H: -3.440 0.918 0.304
H: -2.385 0.345 -1.868
H: -1.424 2.820 -4.410
H: -0.208 0.580 -1.908
H: 3.459 -1.522 -2.244
H: -0.793 -0.475 1.397
C: -1.763 -1.774 3.788
H: -2.231 -1.453 2.862
H: -1.571 -2.842 3.722
H: -2.463 -1.598 4.602
C: -0.732 0.495 4.105
H: -1.192 0.853 3.188
H: -1.404 0.718 4.931
H: 0.195 1.042 4.258

Mulliken atomic charge list, values in e, 6 entries: atom 1 (C): -2.201, atom 2 (H): 0.429, atom 3 (H): 0.438, atom 4 (H): 0.438, atom 5 (C): 2.200, atom 6 (C): -0.024

This record from OMol25 describes a molecular structure, C3H3O2S in a non-equilibrium geometry. The level of theory is ωB97M-V with the def2-TZVPD basis set.

The charge is -1. The value obtained for the relative energy (zero: lowest compared OMol25 entry of this formula, charge and spin) is 41.7 kJ/mol. The electronic energy comes out at -664.8195 hartree. The calculation puts the frontier orbital gap at 7.67 eV. The highest occupied orbital energy is -0.140 hartree. As for the LUMO energy: 3.9 eV.

Geometry (Å):
C: -0.302 -0.579 0.288
C: -1.418 0.079 -0.449
C: 1.211 0.140 0.020
O: -0.255 -1.542 1.032
O: -1.942 -0.270 -1.501
S: -1.652 1.420 0.595
H: 1.372 0.653 0.951
H: 1.939 -0.640 0.027
H: 1.047 0.738 -0.963

Mulliken atomic charge list, values in e, 6 entries: atom 1 (C): 0.575, atom 2 (C): 0.210, atom 3 (C): -0.928, atom 4 (O): -0.613, atom 5 (O): -0.619, atom 6 (S): -0.483